Below is a 5-piece molecular cluster, C35H33FN5O12 overall, with properties calculated with the ωB97M-V functional and the def2-TZVPD basis.

Orbital gap, eV: 8.1
E_LUMO, Ha: -0.13109

```
! RIJCOSX wB97M-V def2-TZVPD def2/J DEFGRID3
* xyz 1 1
O 1.106 4.559 0.945
C 1.076 3.760 0.057
O 1.574 4.105 -1.195
C 0.495 2.335 0.390
N -0.216 1.691 -0.783
C -1.685 1.553 -0.382
C -1.852 0.329 0.613
F -2.246 -0.796 -0.133
O 0.210 0.413 -1.065
C 1.352 0.408 -1.949
O 1.215 0.296 -3.122
C 2.732 0.510 -1.245
C 2.870 -0.330 -0.032
C 4.109 -0.285 0.736
C 5.173 0.606 0.264
C 5.048 1.416 -0.963
C 3.805 1.374 -1.742
H 2.540 4.222 -1.081
H -0.247 2.510 1.217
H 1.310 1.707 0.830
H -0.144 2.350 -1.578
H -2.242 1.320 -1.327
H -2.114 2.503 0.017
H -0.920 0.118 1.200
H -2.648 0.572 1.369
H 2.027 -0.995 0.293
H 4.181 -0.933 1.665
H 6.101 0.660 0.874
H 5.850 2.097 -1.323
H 3.659 1.965 -2.675
C -6.752 -0.985 3.333
C -6.606 -1.693 4.520
C -5.558 -1.399 5.381
C -4.665 -0.391 5.045
C -4.799 0.317 3.858
C -5.847 0.016 3.000
N -3.570 -0.058 5.961
O -3.468 -0.708 6.983
O -2.823 0.856 5.645
H -7.575 -1.213 2.665
H -7.313 -2.473 4.775
H -5.453 -1.956 6.303
H -4.101 1.101 3.591
H -5.962 0.564 2.072
C 4.235 -2.577 7.348
C 3.429 -2.073 6.334
C 3.728 -2.350 5.007
C 4.834 -3.136 4.709
C 5.648 -3.638 5.716
C 5.344 -3.355 7.040
N 5.140 -3.453 3.311
O 4.415 -2.980 2.444
O 6.093 -4.169 3.088
H 3.995 -2.364 8.384
H 2.566 -1.466 6.578
H 3.095 -1.952 4.225
H 6.513 -4.248 5.486
H 5.971 -3.744 7.833
C 2.923 -2.200 -4.101
C 2.118 -1.685 -5.110
C 2.414 -1.954 -6.439
C 3.515 -2.742 -6.745
C 4.328 -3.255 -5.745
C 4.029 -2.980 -4.417
N 3.815 -3.048 -8.149
O 3.090 -2.566 -9.001
O 4.768 -3.769 -8.379
H 2.688 -1.994 -3.063
H 1.260 -1.078 -4.861
H 1.781 -1.548 -7.218
H 5.190 -3.866 -5.981
H 4.656 -3.378 -3.628
C -5.751 4.230 -5.030
C -4.522 3.783 -4.561
C -4.449 3.074 -3.371
C -5.614 2.814 -2.661
C -6.846 3.263 -3.118
C -6.911 3.974 -4.308
N -5.548 2.044 -1.416
O -4.445 1.675 -1.023
O -6.588 1.808 -0.840
H -5.806 4.779 -5.963
H -3.620 3.986 -5.126
H -3.486 2.731 -3.015
H -7.756 3.066 -2.565
H -7.867 4.327 -4.676
*
```

=====

Below is C35H34AsBIrN6P as an isolated structure, with properties calculated with the ωB97M-V functional and the def2-TZVPD basis.

Orbital gap (alpha / beta), eV: 4.9 / 4.9
E_LUMO (alpha / beta), Ha: -0.28733 / -0.28736

```
! RIJCOSX wB97M-V def2-TZVPD def2/J DEFGRID3
* xyz 2 1
Ir 1.251 -0.011 -2.267
C -0.655 -2.991 -4.628
C -0.329 -2.467 -3.384
N 0.378 -1.345 -3.558
N 0.523 -1.139 -4.877
C -0.095 -2.116 -5.546
B 1.284 0.085 -5.379
N 0.593 1.306 -4.764
C -0.003 2.353 -5.343
C -0.532 3.167 -4.352
C -0.210 2.539 -3.156
N 0.462 1.417 -3.431
N 2.695 0.012 -4.771
C 3.895 -0.019 -5.360
C 4.874 -0.107 -4.381
C 4.183 -0.125 -3.179
N 2.872 -0.054 -3.437
H -1.218 -3.886 -4.827
H -0.562 -2.843 -2.400
H -0.102 -2.145 -6.623
H 1.308 0.136 -6.566
H -0.018 2.463 -6.415
H -1.071 4.090 -4.475
H -0.427 2.828 -2.140
H 3.989 0.025 -6.433
H 5.941 -0.149 -4.515
H 4.554 -0.180 -2.168
C 1.434 -0.052 1.803
C 0.365 -0.555 2.754
As 0.590 0.044 4.647
C -1.164 -0.551 5.241
C -2.338 -0.321 4.521
C -3.559 -0.748 5.024
C -3.615 -1.418 6.240
C -2.451 -1.662 6.952
C -1.229 -1.229 6.453
C 0.318 1.947 4.279
C 1.386 2.649 3.718
C 1.245 3.985 3.363
C 0.043 4.638 3.598
C -1.010 3.960 4.196
C -0.873 2.620 4.545
P 0.869 -0.313 0.077
C 0.739 -2.114 -0.069
C -0.382 -2.891 0.223
C -0.331 -4.263 0.032
C 0.824 -4.869 -0.456
C 1.949 -4.105 -0.734
C 1.907 -2.730 -0.547
C -0.719 0.519 -0.085
C -1.788 -0.045 -0.798
C -2.943 0.698 -1.010
C -3.023 1.999 -0.543
C -1.953 2.572 0.153
C -0.798 1.847 0.369
H 2.376 -0.592 1.919
H 1.633 1.012 1.932
H 0.338 -1.646 2.779
H -0.621 -0.198 2.457
H -2.315 0.211 3.577
H -4.469 -0.551 4.472
H -4.568 -1.750 6.632
H -2.490 -2.190 7.896
H -0.319 -1.420 7.011
H 2.348 2.159 3.598
H 2.080 4.523 2.930
H -0.059 5.688 3.351
H -1.939 4.476 4.402
H -1.691 2.106 5.030
H -1.282 -2.437 0.620
H -1.195 -4.870 0.271
H 0.848 -5.939 -0.611
H 2.856 -4.577 -1.087
H 2.797 -2.135 -0.731
H -1.715 -1.059 -1.171
H -3.777 0.261 -1.543
H -3.915 2.584 -0.728
H -2.021 3.588 0.518
H 0.030 2.304 0.901
*
```

=====

Below is C35H34CsF5N8O4S2 as an isolated structure, with properties calculated with the ωB97M-V functional and the def2-TZVPD basis.

Orbital gap, eV: 6.8
E_LUMO, Ha: 0.14254

```
! RIJCOSX wB97M-V def2-TZVPD def2/J DEFGRID3
* xyz -2 1
Cs 0.536 1.290 -0.154
O 1.995 2.504 4.543
S 1.352 2.525 3.243
O 2.243 2.351 2.112
N 0.161 1.554 2.993
C -0.968 1.516 3.762
C -1.167 2.118 4.996
C -2.384 1.992 5.690
C -3.430 1.270 5.186
C -3.282 0.646 3.922
C -4.314 -0.105 3.314
C -4.124 -0.656 2.083
C -2.885 -0.458 1.434
N -1.901 0.219 1.968
C -2.070 0.767 3.203
C 0.679 4.179 3.054
C -0.279 4.453 2.085
C -0.740 5.756 1.955
C -0.273 6.756 2.800
C 0.663 6.460 3.785
C 1.140 5.162 3.918
H -0.351 2.668 5.446
H -2.484 2.479 6.654
H -4.365 1.172 5.725
H -5.255 -0.224 3.842
H -4.900 -1.230 1.593
H -2.702 -0.866 0.444
H -0.673 3.698 1.411
H -1.471 5.981 1.190
H -0.643 7.768 2.692
H 1.018 7.241 4.448
H 1.868 4.893 4.671
C 1.690 -2.611 0.963
N 2.546 -3.631 1.599
C 2.206 -3.672 3.021
N 2.382 -2.381 3.689
C 1.539 -1.386 2.997
N 1.867 -1.292 1.574
C 3.276 -0.906 1.449
N 4.170 -1.878 2.104
C 3.937 -3.183 1.480
C 3.779 -1.971 3.513
H 0.645 -2.912 1.049
H 1.938 -2.558 -0.099
H 2.842 -4.414 3.515
H 1.162 -3.980 3.123
H 1.683 -0.414 3.463
H 0.488 -1.664 3.100
H 3.410 0.078 1.904
H 3.539 -0.850 0.391
H 4.587 -3.923 1.958
H 4.195 -3.115 0.422
H 3.917 -0.994 3.982
H 4.426 -2.700 4.010
C 0.589 0.819 -4.610
C 0.724 -0.540 -4.009
C 1.644 -1.465 -4.416
C 1.713 -2.665 -3.699
N 0.863 -2.988 -2.741
C -0.114 -2.114 -2.404
S -1.348 -2.481 -1.323
N -0.113 -0.876 -3.013
C 2.815 -3.644 -3.971
H 1.515 1.095 -5.108
H 0.358 1.553 -3.842
H -0.234 0.819 -5.330
H 2.364 -1.216 -5.181
H -0.805 -0.188 -2.680
H 3.118 -3.622 -5.018
H 2.501 -4.646 -3.687
H 3.677 -3.364 -3.361
F 2.853 3.013 -3.736
C 3.751 2.019 -3.411
C 3.329 0.886 -2.774
C 4.332 -0.007 -2.532
F 4.058 -1.210 -1.899
C 5.661 0.162 -2.879
F 6.610 -0.765 -2.616
C 6.026 1.327 -3.528
F 7.306 1.535 -3.895
C 5.055 2.275 -3.801
F 5.417 3.409 -4.444
C -3.063 3.128 -2.956
O -1.473 3.305 -1.201
C -1.957 2.548 -2.069
O -1.617 1.361 -2.323
H -3.652 3.859 -2.403
H -3.698 2.334 -3.348
H -2.588 3.641 -3.797
*
```